Entry 1:
This record from the OMol25 dataset describes 2 unconnected molecules or ions with the total composition C4H8N2O at a distorted geometry. The level of theory is ωB97M-V/def2-TZVPD.

Values from the calculation:
* spin multiplicity: 1
* total energy: -9305.177 eV
* energy above the lowest of the compared OMol25 structures with the same formula, charge and spin: 28.0 kcal per mole
* LUMO level: 0.03182 Eh
* M: 100.12 g/mol

Last column: Mulliken charge in e.
Cartesian coordinates (Å):
C: 0.47 0.40 -1.66  -1.032
C: 0.05 -0.43 -0.49  0.567
C: -0.11 -1.81 -0.56  -0.452
N: -0.36 -2.19 0.73  -0.039
C: -0.28 -1.09 1.51  -0.256
N: 0.06 -0.04 0.81  -0.447
H: 1.47 0.81 -1.49  0.245
H: 0.48 -0.23 -2.55  0.320
H: -0.20 1.24 -1.84  0.270
H: -0.60 -2.35 -1.35  0.275
H: -0.58 -3.12 1.04  0.170
H: -0.33 -1.09 2.59  0.394
H: 0.46 3.30 0.48  0.310
H: -0.18 3.08 1.82  0.315
O: -0.35 3.53 0.98  -0.639

---

Entry 2:
This record from the OMol25 dataset describes a gas-phase ion, C5H4N (charge +1) at a distorted geometry. The level of theory is ωB97M-V/def2-TZVPD.

Values from the calculation:
* spin multiplicity: 1
* charge: +1
* total energy: -6723.517 eV
* energy above the lowest of the compared OMol25 structures with the same formula, charge and spin: 111.2 kcal per mole
* LUMO level: -0.24908 Eh
* M: 78.09 g/mol

Last column: Mulliken charge in e.
Cartesian coordinates (Å):
C: 0.75 -0.48 2.12  0.009
C: 0.87 -0.14 0.82  0.203
C: 1.31 0.39 -0.47  0.020
C: 0.76 -1.41 3.00  -0.188
C: -1.16 0.15 -0.92  -0.616
N: 0.09 0.15 -0.41  0.124
H: 2.07 0.78 -0.96  0.446
H: -1.67 -0.73 -1.18  0.361
H: -1.92 0.52 -0.18  0.328
H: -1.10 0.77 -1.83  0.312

---

Entry 3:
This record from the OMol25 dataset describes 11 unconnected molecules or ions with the total composition H22O11 at a distorted geometry. The level of theory is ωB97M-V/def2-TZVPD.

Values from the calculation:
* spin multiplicity: 1
* total energy: -22876.977 eV
* energy above the lowest of the compared OMol25 structures with the same formula, charge and spin: 104.6 kcal per mole
* LUMO level: -0.00868 Eh
* M: 198.17 g/mol

Last column: Mulliken charge in e.
Cartesian coordinates (Å):
O: -0.12 -2.65 3.03  -0.650
H: 0.04 -1.54 3.28  0.326
H: 0.67 -2.92 3.42  0.318
O: 0.54 -3.84 -0.09  -0.627
H: 0.68 -3.39 0.79  0.338
H: 0.03 -4.62 0.12  0.293
O: -2.22 0.10 -4.01  -0.616
H: -2.56 0.90 -3.62  0.312
H: -2.93 -0.40 -4.34  0.302
O: 3.87 0.23 -1.23  -0.626
H: 3.44 -0.59 -1.00  0.308
H: 4.75 -0.09 -1.43  0.309
O: 0.43 4.19 -0.48  -0.585
H: 1.28 4.39 -0.04  0.296
H: 0.43 3.35 0.01  0.284
O: -0.20 -1.08 -1.14  -0.618
H: -0.55 -0.65 -1.94  0.331
H: 0.37 -1.81 -1.22  0.280
O: -3.92 -1.32 0.38  -0.610
H: -3.13 -0.98 0.14  0.290
H: -4.42 -0.59 0.85  0.317
O: 2.18 0.91 3.52  -0.583
H: 1.65 1.58 3.31  0.290
H: 1.84 0.21 2.92  0.290
O: -1.41 2.79 1.20  -0.551
H: -2.04 3.29 0.79  0.277
H: -1.53 2.04 1.73  0.283
O: 3.37 -2.76 0.77  -0.573
H: 4.15 -2.51 1.19  0.292
H: 2.78 -3.52 0.94  0.300
O: -2.77 3.53 -2.47  -0.640
H: -2.50 3.54 -3.38  0.312
H: -2.22 4.23 -1.99  0.334

---

Entry 4:
This record from the OMol25 dataset describes a molecular structure, C28H80GaN7O7PS at a distorted geometry. The level of theory is ωB97M-V/def2-TZVPD.

Values from the calculation:
* spin multiplicity: 1
* charge: -1
* total energy: -127594.334 eV
* LUMO level: 0.07751 Eh
* M: 759.75 g/mol

Last column: Mulliken charge in e.
Cartesian coordinates (Å):
N: -1.46 0.35 5.20  -0.760
P: -0.05 0.76 4.58  0.341
Ga: 0.50 -0.26 2.47  0.339
S: -1.46 -1.22 1.72  -0.467
C: 1.23 1.01 1.10  -1.084
C: 1.99 2.17 1.72  -0.255
C: 1.11 3.39 1.94  -0.737
C: 1.47 4.59 1.14  -0.199
O: 0.37 5.01 0.33  -0.543
H: -1.90 -0.26 4.51  0.139
H: 0.99 0.45 5.48  -0.108
H: 0.05 2.16 4.56  -0.061
H: 1.57 -1.43 2.71  -0.332
H: -1.72 -2.06 2.67  0.035
H: 1.92 0.42 0.54  0.360
H: 0.47 1.38 0.45  0.576
H: 2.42 1.87 2.65  -0.060
H: 2.80 2.44 1.08  0.466
H: 0.10 3.15 1.69  0.418
H: 1.13 3.65 2.98  0.203
H: 1.74 5.40 1.79  0.267
H: 2.32 4.37 0.52  0.140
H: 0.61 5.84 -0.10  0.295
C: -7.04 0.34 5.77  -1.511
C: -5.63 -0.10 6.16  0.445
C: -5.37 -0.04 7.67  -0.681
O: -5.17 1.26 8.20  -0.385
C: -6.34 1.99 8.48  -0.649
N: -4.66 0.61 5.35  -0.619
H: -7.13 1.43 5.78  0.271
H: -7.27 0.01 4.76  0.372
H: -7.80 -0.07 6.44  0.350
H: -5.54 -1.16 5.89  0.391
H: -4.44 -0.58 7.87  0.331
H: -6.18 -0.53 8.22  0.439
H: -7.14 1.33 8.84  0.302
H: -6.71 2.55 7.62  0.216
H: -6.09 2.70 9.27  0.253
H: -3.72 0.22 5.49  0.285
H: -4.58 1.56 5.70  0.273
C: 6.31 0.56 6.94  -1.431
C: 5.68 1.84 6.38  0.426
C: 4.16 1.77 6.21  -0.761
O: 3.73 1.03 5.11  -0.127
C: 3.61 -0.37 5.30  -0.567
N: 6.38 2.20 5.14  -0.780
H: 6.36 -0.22 6.18  0.287
H: 7.32 0.76 7.29  0.349
H: 5.73 0.17 7.78  0.340
H: 5.87 2.64 7.10  0.400
H: 3.80 2.79 6.04  0.312
H: 3.68 1.41 7.13  0.368
H: 3.29 -0.61 6.32  0.386
H: 4.54 -0.89 5.07  0.193
H: 2.85 -0.73 4.60  -0.061
H: 6.05 3.11 4.83  0.276
H: 6.07 1.56 4.42  0.337
C: 2.87 10.76 -1.09  -1.407
C: 2.00 10.43 0.12  0.401
C: 2.42 9.15 0.85  -0.801
O: 2.05 7.96 0.21  -0.234
C: 2.92 7.50 -0.81  -0.677
N: 0.60 10.44 -0.28  -0.736
H: 2.61 10.13 -1.94  0.281
H: 2.70 11.80 -1.39  0.346
H: 3.93 10.63 -0.88  0.351
H: 2.13 11.24 0.85  0.388
H: 1.90 9.13 1.82  0.323
H: 3.50 9.15 1.05  0.414
H: 3.96 7.74 -0.57  0.337
H: 2.67 7.91 -1.79  0.255
H: 2.82 6.42 -0.86  0.202
H: 0.01 10.35 0.54  0.271
H: 0.42 9.60 -0.82  0.308
C: -2.00 -2.42 -3.85  -1.194
C: -1.19 -2.05 -2.61  0.507
C: 0.31 -1.98 -2.90  -0.541
O: 0.96 -3.24 -2.99  -0.394
C: 0.87 -3.98 -4.19  -0.307
N: -1.52 -2.92 -1.49  -0.662
H: -1.92 -3.49 -4.08  0.058
H: -3.05 -2.20 -3.70  0.406
H: -1.64 -1.86 -4.71  0.219
H: -1.49 -1.04 -2.32  0.447
H: 0.80 -1.47 -2.07  0.252
H: 0.49 -1.39 -3.81  0.302
H: 0.82 -3.34 -5.08  0.159
H: 0.00 -4.65 -4.20  -0.069
H: 1.77 -4.59 -4.25  0.340
H: -1.07 -2.56 -0.65  0.123
H: -1.09 -3.83 -1.66  0.195
C: -1.07 -10.10 -3.44  -1.441
C: -1.64 -9.33 -4.62  0.356
C: -1.02 -7.95 -4.84  -0.656
O: -1.45 -6.96 -3.93  -0.362
C: -0.76 -6.97 -2.69  -0.143
N: -3.10 -9.29 -4.50  -0.761
H: -1.45 -9.72 -2.49  0.296
H: -1.35 -11.15 -3.50  0.348
H: 0.02 -10.03 -3.41  0.348
H: -1.42 -9.90 -5.53  0.422
H: -1.33 -7.60 -5.82  0.337
H: 0.07 -8.02 -4.84  0.391
H: 0.29 -7.24 -2.84  0.336
H: -1.21 -7.66 -1.98  0.221
H: -0.81 -5.97 -2.26  -0.196
H: -3.51 -8.90 -5.34  0.273
H: -3.34 -8.63 -3.76  0.336
C: -0.15 -2.95 -10.08  -1.486
C: -1.04 -3.27 -8.89  0.380
C: -1.54 -2.05 -8.12  -0.818
O: -0.57 -1.46 -7.28  -0.197
C: 0.31 -0.54 -7.89  -0.793
N: -0.35 -4.21 -8.01  -0.698
H: 0.85 -2.66 -9.77  0.278
H: -0.06 -3.82 -10.72  0.369
H: -0.57 -2.13 -10.68  0.353
H: -1.94 -3.77 -9.26  0.449
H: -2.33 -2.38 -7.44  0.349
H: -1.97 -1.30 -8.79  0.428
H: -0.19 0.03 -8.67  0.341
H: 1.19 -1.03 -8.31  0.266
H: 0.64 0.15 -7.11  0.251
H: -0.98 -4.50 -7.27  0.234
H: 0.39 -3.71 -7.53  0.318

---

Entry 5:
This record from the OMol25 dataset describes a molecular structure, C4H11N2O7V at a distorted geometry. The level of theory is ωB97M-V/def2-TZVPD.

Values from the calculation:
* spin multiplicity: 1
* total energy: -47317.983 eV
* LUMO level: -0.09120 Eh
* M: 250.08 g/mol

Last column: Mulliken charge in e.
Cartesian coordinates (Å):
O: -20.34 -3.93 -10.63  -0.605
V: -21.60 -4.67 -10.11  1.545
O: -22.75 -4.94 -11.22  -0.606
C: -23.66 -2.18 -9.77  -1.451
C: -23.64 -2.76 -8.33  0.773
O: -22.72 -3.90 -8.28  -0.761
H: -24.25 -2.71 -10.51  0.312
H: -22.66 -2.19 -10.19  0.374
H: -23.98 -1.14 -9.75  0.359
H: -24.60 -3.10 -7.93  0.219
H: -23.14 -1.95 -7.79  -0.154
C: -26.41 -1.64 -5.49  -0.568
N: -25.75 -2.06 -4.24  0.902
O: -25.79 -1.23 -3.38  -0.523
O: -25.22 -3.16 -4.18  -0.502
H: -27.17 -2.40 -5.64  0.321
H: -25.70 -1.72 -6.31  0.059
H: -26.79 -0.63 -5.36  0.314
C: -22.37 -0.55 -5.23  -0.582
N: -21.88 -1.84 -4.66  0.906
O: -21.34 -1.80 -3.56  -0.542
O: -22.04 -2.91 -5.27  -0.470
H: -23.45 -0.68 -5.15  0.124
H: -21.98 -0.38 -6.23  0.261
H: -22.01 0.31 -4.66  0.294

---

Entry 6:
This record from the OMol25 dataset describes 4 unconnected molecules or ions with the total composition CH9NO3 at a distorted geometry. The level of theory is ωB97M-V/def2-TZVPD.

Values from the calculation:
* spin multiplicity: 1
* total energy: -8814.206 eV
* energy above the lowest of the compared OMol25 structures with the same formula, charge and spin: 32.3 kcal per mole
* LUMO level: 0.02410 Eh
* M: 83.09 g/mol

Last column: Mulliken charge in e.
Cartesian coordinates (Å):
C: -1.91 -2.23 1.34  -0.185
N: -0.86 -1.56 1.16  -0.410
H: -2.94 -1.70 1.19  0.160
H: -2.08 -3.27 1.57  0.270
H: 0.05 -1.92 1.23  0.187
H: 2.96 -0.21 -0.16  0.271
H: 2.13 1.11 -0.65  0.406
O: 3.02 0.60 -0.65  -0.677
H: -0.91 0.33 -0.40  0.316
H: -1.38 1.47 0.52  0.295
O: -0.77 1.25 -0.17  -0.659
H: 0.21 1.85 -1.25  0.427
H: 1.44 2.58 -1.97  0.331
O: 1.05 1.70 -1.75  -0.730